110
Properties=species:S:1:pos:R:3:mulliken_charge:R:1 method="wB97M-V/def2-TZVPD" total_charge=-2 orbital_gap_ev=4.07 e_above_lowest_kj_mol=51.3 max_force_ev_per_a=1.65 lumo_energy_ha=0.157 total_energy_ha=-3273.52933
Pd -0.382 1.141 0.727 -1.04
C -4.332 1.697 0.771 -1.62
Si -2.629 1.144 0.100 -0.02
C -2.685 1.916 -1.695 0.05
C -3.850 2.486 -2.241 -0.32
C -3.839 3.266 -3.394 -0.89
C -2.640 3.498 -4.053 -0.97
C -1.475 2.925 -3.554 0.27
C -1.474 2.144 -2.393 -0.63
P 0.099 1.397 -1.684 0.82
C 0.364 0.008 -2.901 0.20
C -0.565 -1.143 -2.485 0.51
C -0.274 -2.426 -3.255 -0.68
C -0.372 -2.196 -4.760 -1.08
C 0.519 -1.035 -5.195 -0.81
C 0.211 0.241 -4.406 -0.60
C 1.340 2.789 -2.044 0.38
C 2.391 2.834 -0.928 -0.57
C 3.436 1.737 -1.088 0.58
C 4.163 1.883 -2.424 -1.33
C 3.180 1.873 -3.595 0.00
C 2.066 2.909 -3.403 -1.65
C -3.086 -0.726 -0.228 0.16
C -4.251 -1.118 -0.910 -0.41
C -4.605 -2.448 -1.091 -0.94
C -3.787 -3.446 -0.570 -0.97
C -2.628 -3.091 0.106 -0.06
C -2.262 -1.749 0.282 0.03
P -0.636 -1.236 1.056 1.63
C 0.428 -2.746 0.665 0.64
C 1.881 -2.233 0.485 0.40
C 2.926 -3.360 0.540 -1.04
C 2.354 -4.641 -0.055 -0.55
C 1.205 -5.151 0.831 -1.17
C 0.457 -4.004 1.542 -1.23
C -1.024 -1.304 2.885 0.40
C -1.871 -2.444 3.463 -0.26
C -2.280 -2.122 4.902 -0.86
C -1.058 -1.852 5.780 -0.75
C -0.179 -0.750 5.188 -0.75
C 0.223 -1.064 3.746 -0.11
H -5.207 1.401 0.169 0.39
H -4.353 2.787 0.886 0.32
H -4.452 1.254 1.767 0.30
H -4.799 2.336 -1.735 0.24
H -4.761 3.703 -3.765 0.36
H -2.604 4.121 -4.940 0.41
H -0.546 3.112 -4.079 0.25
H 1.390 -0.336 -2.704 0.63
H -1.606 -0.840 -2.662 0.39
H -0.484 -1.314 -1.420 -1.74
H -0.960 -3.217 -2.938 0.42
H 0.743 -2.769 -3.010 0.19
H -1.413 -1.955 -5.012 0.33
H -0.114 -3.106 -5.311 0.51
H 0.407 -0.849 -6.268 0.45
H 1.570 -1.311 -5.032 0.31
H -0.820 0.550 -4.608 0.37
H 0.854 1.048 -4.754 0.11
H 0.701 3.664 -1.908 0.82
H 1.907 2.760 0.046 -0.32
H 2.887 3.815 -0.961 0.72
H 2.931 0.762 -1.040 -0.57
H 4.138 1.761 -0.252 0.43
H 4.918 1.101 -2.553 0.48
H 4.695 2.845 -2.425 0.36
H 2.746 0.873 -3.689 -0.14
H 3.704 2.069 -4.536 0.38
H 1.378 2.869 -4.245 0.26
H 2.530 3.906 -3.443 0.64
H -4.894 -0.348 -1.334 0.23
H -5.509 -2.708 -1.632 0.37
H -4.046 -4.493 -0.690 0.37
H -1.998 -3.883 0.495 0.13
H 0.052 -3.049 -0.320 0.65
H 2.099 -1.470 1.238 -0.11
H 1.948 -1.707 -0.472 -0.35
H 3.219 -3.551 1.579 0.38
H 3.835 -3.052 0.018 0.51
H 3.118 -5.415 -0.170 0.50
H 1.982 -4.421 -1.062 0.13
H 1.599 -5.846 1.580 0.49
H 0.495 -5.721 0.223 0.30
H 0.945 -3.769 2.493 0.32
H -0.542 -4.347 1.800 0.26
H -1.621 -0.390 2.959 0.49
H -1.303 -3.378 3.467 0.05
H -2.759 -2.607 2.849 0.07
H -2.884 -2.934 5.319 0.43
H -2.915 -1.227 4.893 0.39
H -0.469 -2.776 5.859 0.29
H -1.373 -1.591 6.795 0.39
H 0.712 -0.595 5.802 0.40
H -0.725 0.200 5.188 0.30
H 0.858 -1.962 3.738 0.05
H 0.814 -0.242 3.339 -0.26
Cl 3.289 1.637 2.692 -0.29
C 2.773 3.186 3.377 0.57
C 3.722 3.953 4.012 -0.46
C 3.401 5.177 4.605 -0.56
C 2.051 5.577 4.519 -0.34
C 1.097 4.819 3.885 -0.86
C 1.377 3.541 3.253 0.40
C 0.409 2.785 2.622 -0.23
H 4.739 3.575 4.044 0.33
H 4.152 5.775 5.104 0.33
H 1.746 6.521 4.962 0.29
H 0.072 5.171 3.837 0.30
H -0.618 3.101 2.619 0.32
H 0.714 1.824 2.217 -0.62